Entry 1:
This record from the Open Molecules 2025 dataset describes one molecule with the formula C12H18ClNO2. The level of theory is the ωB97M-V functional and the def2-TZVPD basis.

The geometry in XYZ format:
```
34
Properties=species:S:1:pos:R:3:lowdin_charge:R:1
C -3.10 -2.64 0.93 -0.07
C -2.49 -1.30 0.65 -0.29
C -1.23 -0.97 1.12 0.03
C -0.66 0.27 0.87 -0.26
O 0.57 0.47 1.42 -0.06
C 1.27 1.67 1.17 -0.18
C 1.90 1.74 -0.24 -0.20
N 3.08 0.93 -0.45 -0.08
C 2.86 -0.51 -0.39 -0.23
C 4.15 -1.24 -0.78 -0.27
O 3.99 -2.63 -0.80 -0.07
C -1.37 1.20 0.12 0.01
C -2.63 0.90 -0.37 -0.29
C -3.39 1.91 -1.18 -0.07
C -3.17 -0.35 -0.10 -0.57
Cl -4.75 -0.73 -0.71 0.72
H -3.33 -3.15 0.00 0.08
H -2.42 -3.25 1.52 0.08
H -4.03 -2.51 1.48 0.08
H -0.67 -1.68 1.71 0.12
H 0.63 2.54 1.34 0.12
H 2.07 1.68 1.92 0.13
H 1.16 1.43 -0.98 0.11
H 2.18 2.78 -0.44 0.12
H 3.80 1.19 0.22 0.11
H 2.53 -0.86 0.59 0.12
H 2.07 -0.75 -1.12 0.13
H 4.49 -0.86 -1.76 0.12
H 4.93 -1.04 -0.04 0.12
H 3.29 -2.86 -1.42 0.09
H -0.95 2.18 -0.10 0.11
H -2.82 2.82 -1.31 0.08
H -3.62 1.50 -2.17 0.08
H -4.33 2.14 -0.70 0.08
```

## Properties
Gap between HOMO and LUMO   8.9978 eV
Energy relative to the best compared isomer or geometry (same formula, charge and spin)   0.5507 eV
HOMO   -8.26 eV
SMILES   Cc1cc(OCCNCCO)cc(C)c1Cl
Strongest force on any atom   0.011 Eh/bohr
Lowest unoccupied orbital energy   0.7 eV


Entry 2:
This record from the Open Molecules 2025 dataset describes an isolated ion of composition C4H11N2 and charge +1. The level of theory is the ωB97M-V functional and the def2-TZVPD basis.

The geometry in XYZ format:
```
17
Properties=species:S:1:pos:R:3:lowdin_charge:R:1
C -0.22 1.16 2.69 -0.08
C -0.43 0.46 1.34 -0.15
C 0.39 0.22 0.33 -0.03
C -0.19 -0.12 -1.26 -0.25
N 0.52 0.41 -2.31 0.08
N 0.01 -1.74 -1.18 0.17
H -0.75 0.72 3.59 0.10
H 0.88 1.03 3.03 0.11
H -0.45 2.18 2.71 0.05
H -1.53 0.25 1.09 0.13
H 1.37 0.43 0.44 0.06
H -1.31 -0.13 -1.43 0.16
H 1.42 0.71 -2.14 0.07
H 0.04 0.64 -3.21 0.14
H 0.97 -1.97 -1.54 0.17
H -0.50 -2.30 -1.89 0.16
H -0.23 -1.96 -0.24 0.12
```

## Properties
Gap between HOMO and LUMO   10.8655 eV
Energy relative to the best compared isomer or geometry (same formula, charge and spin)   2.8095 eV
Net charge   +1
HOMO   -14.11 eV
SMILES   C/C=C/[C@@H](N)[NH3+]
Strongest force on any atom   0.093 Eh/bohr
Lowest unoccupied orbital energy   -3.2 eV


Entry 3:
This record from the Open Molecules 2025 dataset describes one molecule with the formula C4H12NO2P. The level of theory is the ωB97M-V functional and the def2-TZVPD basis.

The geometry in XYZ format:
```
20
Properties=species:S:1:pos:R:3:lowdin_charge:R:1
C 0.99 1.48 -1.39 -0.18
C -0.33 1.32 -0.70 -0.33
P 0.19 0.27 0.68 0.75
O 1.74 -0.28 0.68 -0.40
C -1.17 -1.07 0.89 -0.29
C -0.86 -2.20 -0.12 -0.14
N 0.13 1.54 1.76 -0.19
O 0.78 1.21 3.02 -0.11
H 1.61 0.56 -1.33 0.07
H 0.83 1.92 -2.40 0.09
H 1.56 2.25 -0.88 0.07
H -0.99 0.81 -1.36 0.07
H -0.87 2.24 -0.60 0.09
H -1.11 -1.49 1.91 0.08
H -2.17 -0.73 0.70 0.07
H 0.21 -2.04 -0.24 0.05
H -1.15 -3.15 0.27 0.06
H -1.44 -1.89 -0.99 0.07
H -0.78 1.94 1.92 0.10
H 1.47 0.58 2.71 0.07
```

## Properties
Gap between HOMO and LUMO   10.0451 eV
Energy relative to the best compared isomer or geometry (same formula, charge and spin)   3.1984 eV
HOMO   -9.35 eV
SMILES   CCP(=O)(CC)NO
Strongest force on any atom   0.122 Eh/bohr
Lowest unoccupied orbital energy   0.7 eV


Entry 4:
This record from the Open Molecules 2025 dataset describes a 3-piece molecular cluster, C37H50F2N3O3PS overall. The level of theory is the ωB97M-V functional and the def2-TZVPD basis.

The geometry in XYZ format:
```
97
Properties=species:S:1:pos:R:3:lowdin_charge:R:1
C 0.04 -1.56 2.65 -0.10
C -1.41 -1.17 2.39 -0.24
C -1.65 0.35 2.55 -0.17
C -2.08 1.08 1.26 -0.13
C -1.48 0.53 -0.01 -0.13
C -2.33 -0.22 -0.89 -0.13
C -3.78 -0.44 -0.53 -0.13
C -4.57 -1.35 -1.44 -0.18
N -4.02 -2.72 -1.47 -0.10
C -4.67 -3.57 -0.45 -0.23
C -3.92 -4.87 -0.25 -0.07
C -4.23 -3.31 -2.77 -0.51
C -3.04 -3.90 -3.46 0.00
O -5.30 -3.31 -3.29 0.12
C -1.79 -0.72 -2.06 0.05
C -0.44 -0.56 -2.39 -0.19
N 0.02 -1.08 -3.57 0.16
C 1.28 -0.90 -3.81 -0.38
P 1.85 -1.54 -5.44 0.38
S 1.47 -3.43 -5.68 0.08
C 2.15 -0.22 -2.91 -0.35
O 3.47 -0.11 -3.22 -0.06
C 4.26 -1.25 -2.85 -0.19
C 3.97 -1.81 -1.45 -0.21
C 3.06 -3.05 -1.44 -0.08
N 1.73 0.30 -1.80 0.24
C 0.40 0.16 -1.52 -0.13
C -0.14 0.74 -0.33 -0.11
C 0.77 1.59 0.50 -0.12
C 0.64 3.10 0.17 -0.16
C 0.75 3.41 -1.33 -0.17
C -0.59 3.44 -2.05 -0.25
O -0.38 3.06 -3.42 -0.07
H 0.37 -1.16 3.60 0.07
H 0.71 -1.24 1.85 0.06
H 0.11 -2.64 2.74 0.07
H -1.75 -1.55 1.43 0.10
H -2.00 -1.68 3.15 0.09
H -2.46 0.48 3.27 0.10
H -0.79 0.81 3.02 0.09
H -1.77 2.12 1.35 0.11
H -3.16 1.10 1.23 0.09
H -3.88 -0.76 0.51 0.11
H -4.26 0.54 -0.57 0.13
H -4.58 -0.95 -2.45 0.12
H -5.61 -1.39 -1.12 0.12
H -4.65 -3.00 0.47 0.11
H -5.71 -3.74 -0.74 0.12
H -3.71 -5.37 -1.19 0.07
H -2.96 -4.69 0.23 0.08
H -4.52 -5.55 0.35 0.08
H -2.86 -3.33 -4.37 0.09
H -3.22 -4.94 -3.71 0.09
H -2.15 -3.81 -2.85 0.08
H -2.40 -1.28 -2.75 0.10
H 1.14 -0.76 -6.36 -0.02
H 3.18 -1.16 -5.60 -0.02
H 5.29 -0.90 -2.87 0.12
H 4.19 -2.06 -3.58 0.10
H 4.94 -2.12 -1.06 0.10
H 3.61 -1.04 -0.78 0.10
H 3.58 -3.88 -0.97 0.07
H 2.82 -3.40 -2.44 0.05
H 2.15 -2.90 -0.87 0.06
H 0.56 1.47 1.56 0.10
H 1.81 1.34 0.34 0.11
H 1.44 3.63 0.67 0.09
H -0.30 3.52 0.54 0.10
H 1.19 4.40 -1.42 0.10
H 1.42 2.73 -1.84 0.10
H -1.30 2.74 -1.61 0.10
H -1.04 4.43 -2.00 0.12
H -1.19 2.64 -3.74 0.08
F 2.74 6.03 0.93 0.05
C 3.80 5.91 0.10 -0.30
C 3.90 6.75 -0.99 -0.02
C 4.99 6.62 -1.84 -0.08
C 5.96 5.66 -1.59 -0.10
C 5.84 4.82 -0.49 -0.08
C 4.76 4.95 0.37 -0.02
H 3.13 7.48 -1.17 0.12
H 5.08 7.27 -2.70 0.10
H 6.81 5.56 -2.25 0.10
H 6.59 4.07 -0.29 0.10
H 4.65 4.31 1.24 0.12
F -1.27 -2.81 5.30 0.05
C -1.08 -1.94 6.30 -0.29
C 0.15 -1.90 6.92 -0.02
C 0.35 -0.99 7.95 -0.08
C -0.68 -0.14 8.35 -0.10
C -1.91 -0.20 7.71 -0.08
C -2.11 -1.10 6.67 -0.02
H 0.94 -2.57 6.61 0.12
H 1.31 -0.94 8.45 0.10
H -0.52 0.57 9.15 0.10
H -2.71 0.46 8.01 0.10
H -3.06 -1.16 6.15 0.12
```

## Properties
Gap between HOMO and LUMO   8.0618 eV
Energy relative to the best compared isomer or geometry (same formula, charge and spin)   0.0000 eV
HOMO   -8.55 eV
SMILES   CCCCc1c(CCN(CC)C(C)=O)cc2nc([PH2]=S)c(OCCC)nc2c1CCCCO.Fc1ccccc1.Fc1ccccc1
Strongest force on any atom   0.023 Eh/bohr
Lowest unoccupied orbital energy   -0.5 eV


Entry 5:
This record from the Open Molecules 2025 dataset describes a 2-piece molecular cluster, C2HBrN2O2 overall. The level of theory is the ωB97M-V functional and the def2-TZVPD basis.

The geometry in XYZ format:
```
8
Properties=species:S:1:pos:R:3:lowdin_charge:R:1
C 0.26 -0.70 1.03 -0.36
C -0.48 -0.24 -0.03 -0.74
N 0.76 -1.21 1.94 0.22
N -0.20 1.08 -0.42 -0.40
O 0.68 1.63 0.25 0.07
O -0.90 1.71 -1.27 0.04
Br -1.74 -1.28 -0.78 0.97
H 1.62 -1.00 -0.73 0.20
```

## Properties
Gap between HOMO and LUMO (spin up / spin down)   7.7400 / 8.9903 eV
Energy relative to the best compared isomer or geometry (same formula, charge and spin)   7.1467 eV
HOMO (spin up / spin down)   -11.22 / -10.39 eV
Strongest force on any atom   0.086 Eh/bohr
Lowest unoccupied orbital energy (spin up / spin down)   -3.5 / -1.4 eV